1.
Computed, not measured: 2 unconnected molecules or ions with the total composition C4H4O2 in a non-equilibrium geometry, with ωB97M-V/def2-TZVPD.

Each line ends with the Mulliken charge.
Atoms and positions in Å:
C1 1.387 0.373 1.193  -0.639
C2 -2.464 0.241 -0.168  0.696
H1 2.083 0.082 1.944  0.281
H2 0.668 1.034 1.786  0.166
C3 1.042 -0.084 0.042  0.363
H3 1.260 -0.128 -2.097  0.255
O1 -2.361 0.258 0.975  -0.352
C4 0.881 -0.537 -1.148  -0.624
O2 -2.577 0.149 -1.301  -0.345
H4 0.080 -1.388 -1.225  0.199

Values from the calculation:
- HOMO: -9.905 eV
- 2S+1: 1
- Max |F|: 0.0760 hartree/bohr
- SMILES string: C=C=C.O=C=O

2.
Computed, not measured: 2 unconnected molecules or ions with the total composition C5H10N in a non-equilibrium geometry, with ωB97M-V/def2-TZVPD.

Each line ends with the Mulliken charge.
Atoms and positions in Å:
H1 1.352 -2.357 0.925  0.269
H2 -1.012 1.001 -1.933  0.332
C1 1.177 0.943 -0.418  -0.100
H3 -1.755 -0.512 0.353  0.298
C2 0.448 2.148 -0.975  -0.132
C3 -0.612 1.982 -1.667  -0.532
H4 0.767 3.041 -0.374  0.320
H5 2.256 0.747 -0.437  0.373
H6 -1.166 0.435 1.764  0.308
H7 0.050 -3.067 -0.015  0.272
H8 -0.339 -1.170 1.168  0.421
H9 -1.228 2.900 -1.992  0.233
N1 0.430 -2.769 0.913  -0.840
C4 0.137 0.396 0.170  0.040
C5 -0.842 -0.165 0.942  -0.497
H10 0.337 -3.553 1.576  0.236

Values from the calculation:
- HOMO: -14.189 eV
- 2S+1: 1
- Net charge: +1
- Max |F|: 0.1048 hartree/bohr

3.
Computed, not measured: a gas-phase ion, C7H8NO2S2 (charge -1) in a non-equilibrium geometry, with ωB97M-V/def2-TZVPD.

Each line ends with the Mulliken charge.
Atoms and positions in Å:
C1 -0.542 0.889 0.031  0.755
H1 2.489 -2.004 -1.209  0.347
C2 1.649 -1.325 -1.077  -1.256
C3 -1.562 0.011 0.331  -0.071
H2 1.411 -0.881 -2.045  0.211
N1 -2.802 0.471 0.034  -0.623
C4 -2.773 1.655 -0.463  -0.152
H3 0.785 -1.883 -0.720  0.315
H4 -1.792 -2.112 0.326  0.246
S1 3.621 0.453 -0.278  -0.667
C5 -1.423 -1.324 0.984  -1.156
O1 1.396 -0.240 1.165  -0.537
H5 -0.382 -1.504 1.235  0.275
C6 0.922 0.785 0.315  0.342
S2 -1.179 2.350 -0.635  -0.152
O2 1.415 2.051 0.568  -0.535
C7 2.035 -0.233 -0.106  0.636
H6 -3.646 2.204 -0.750  0.454
H7 2.395 1.982 0.394  0.233
H8 -2.015 -1.344 1.899  0.334

Values from the calculation:
- HOMO: -3.485 eV
- 2S+1: 1
- Net charge: -1
- Max |F|: 0.0464 hartree/bohr
- SMILES string: Cc1ncsc1[C@@]1(O)O[C@]1(C)[S-]

4.
Computed, not measured: a molecular structure, C27H35N6O3Pd in a non-equilibrium geometry, with ωB97M-V/def2-TZVPD.

Each line ends with the Mulliken charge.
Atoms and positions in Å:
H1 -5.681 0.143 -0.261  0.266
H2 -3.582 2.480 -0.269  0.325
H3 -5.129 1.471 3.215  0.353
N1 -3.135 0.585 0.553  0.637
N2 -0.620 -1.786 0.890  -0.197
C1 3.693 -2.915 2.642  -0.729
H4 3.229 4.640 -1.288  0.372
H5 -4.029 -1.953 0.870  0.696
H6 -0.269 3.305 0.446  0.186
N3 -1.452 0.405 -0.972  -0.575
N4 3.031 -0.479 -0.085  0.152
H7 6.846 -0.594 -0.503  0.453
H8 5.694 -2.043 1.287  0.322
H9 -1.834 -2.072 -0.779  -0.082
H10 0.731 6.250 -0.245  0.378
H11 0.824 -2.364 -2.544  0.393
H12 5.501 1.104 -1.709  0.460
H13 1.089 5.609 -1.911  0.288
C2 2.843 4.381 -0.305  -0.933
H14 -1.717 -2.235 -3.055  0.356
C3 5.777 -0.525 -0.332  -0.587
H15 3.089 1.179 -1.450  0.607
H16 3.310 -4.103 4.387  0.469
Pd1 1.095 -1.033 0.114  1.074
C4 -2.762 -3.292 1.915  -0.835
C5 0.831 3.293 0.390  0.299
C6 -1.442 -3.646 2.205  -0.660
N5 1.382 4.297 -0.284  0.150
C7 -1.604 -1.191 -3.369  -1.474
C8 -2.122 -0.174 -0.003  -1.015
H17 0.851 -4.194 3.978  0.379
N6 1.769 -2.276 1.393  -0.351
C9 5.037 0.379 -1.053  -0.928
C10 1.491 -3.650 3.283  -0.578
H18 1.795 -0.845 -2.607  0.362
H19 4.782 -2.845 2.819  0.309
H20 3.276 3.430 -0.013  0.228
C11 -0.315 -0.552 -2.871  1.469
H21 -0.468 1.635 -2.844  0.338
H22 -3.593 -3.853 2.357  0.501
C12 0.639 5.386 -0.928  -0.856
H23 3.209 5.114 0.419  0.340
H24 -5.224 -0.128 2.461  0.325
C13 -3.932 1.433 -0.349  -0.213
H25 -0.414 5.128 -0.880  0.264
C14 -3.399 0.894 1.987  -0.304
H26 0.961 0.953 -3.628  0.414
C15 -0.435 -2.820 1.734  0.802
C16 -0.102 0.837 -3.474  -1.401
C17 -3.008 -2.235 1.046  -1.163
C18 0.934 -1.404 -3.026  -1.923
H27 -1.154 -4.494 2.850  0.448
C19 3.765 -1.311 0.675  0.906
C20 0.950 -2.989 2.169  0.025
C21 -4.856 0.902 2.294  -0.543
C22 -5.355 1.177 -0.023  -0.581
C23 5.175 -1.311 0.649  -0.806
O1 -0.371 -0.467 -1.384  0.786
H28 -2.967 1.891 2.181  0.408
C24 3.089 -2.224 1.580  0.883
H29 -3.723 1.142 -1.409  0.284
C25 2.881 -3.587 3.530  -0.859
H30 1.109 -1.562 -4.111  0.487
H31 -2.890 0.200 2.696  0.336
O2 -5.628 1.554 1.301  -0.324
H32 -1.603 -1.196 -4.499  0.449
O3 1.444 2.310 0.887  -0.688
H33 -2.491 -0.638 -3.011  0.317
H34 -5.958 1.827 -0.630  0.412
H35 -0.597 0.872 -4.444  0.364
C26 -1.902 -1.623 0.251  1.662
C27 3.645 0.401 -0.904  -0.128

Values from the calculation:
- HOMO (alpha / beta): -16.221 / -16.221 eV
- 2S+1: 5
- Net charge: +3
- Max |F|: 0.0775 hartree/bohr